Entry 1:
86
Properties=species:S:1:pos:R:3:mulliken_charge:R:1 method="wB97M-V/def2-TZVPD" homo_ev=-10.04 charge=+1 lumo_energy_ev=-2.96 fmax_ev_per_a=0.77
Ca 0.54 0.06 -0.49 2.194
N -0.07 -3.64 -2.97 -0.247
C -0.73 -4.63 -2.20 0.538
C -0.40 -5.96 -2.33 -0.813
C -1.05 -6.90 -1.53 -0.688
C -1.98 -6.50 -0.59 -0.775
C -2.27 -5.15 -0.44 -0.471
C -1.67 -4.22 -1.27 0.496
S -2.10 -2.51 -1.22 -0.201
N -0.59 -1.81 -1.60 -0.435
C 0.16 -2.39 -2.46 0.450
C 1.37 -1.67 -2.93 1.102
C 2.48 -2.34 -3.43 -0.836
C 3.57 -1.60 -3.85 -0.664
C 3.52 -0.22 -3.76 -0.727
C 2.38 0.36 -3.21 -0.063
N 1.33 -0.34 -2.80 -0.533
H 0.55 -3.97 -3.68 0.283
H 0.34 -6.28 -3.05 0.365
H -0.82 -7.95 -1.65 0.396
H -2.48 -7.23 0.03 0.399
H -2.99 -4.82 0.31 0.484
H 2.52 -3.42 -3.46 0.410
H 4.45 -2.09 -4.24 0.451
H 4.35 0.40 -4.07 0.467
H 2.32 1.44 -3.08 0.368
F 6.28 1.76 3.10 -0.320
C 5.35 1.18 2.34 0.685
C 4.93 -0.12 2.61 0.104
F 5.47 -0.79 3.62 -0.301
C 3.96 -0.72 1.83 -0.035
F 3.58 -1.97 2.12 -0.342
C 3.36 -0.07 0.74 0.355
O 2.44 -0.62 0.01 -0.451
C 3.81 1.24 0.51 0.341
F 3.25 1.93 -0.52 -0.276
C 4.77 1.86 1.28 -0.193
F 5.14 3.11 1.01 -0.334
C 2.77 5.45 -0.39 -1.116
C 1.75 4.81 -1.29 0.112
O 0.61 4.37 -0.50 -0.228
P 0.19 2.82 -0.43 0.242
O -1.39 2.94 -0.12 -0.163
C -2.25 3.47 -1.15 -0.414
C -2.59 4.92 -0.89 -1.135
O 0.67 2.28 1.02 0.260
C 0.23 2.83 2.30 -0.257
C 1.15 3.94 2.76 -1.164
H 3.62 5.80 -0.98 0.438
H 3.14 4.75 0.35 0.096
H 2.35 6.31 0.13 0.336
H 2.17 3.95 -1.82 -0.086
H 1.35 5.51 -2.02 0.354
H -3.14 2.85 -1.14 0.348
H -1.77 3.35 -2.13 0.351
H -3.02 5.04 0.11 0.293
H -3.33 5.27 -1.62 0.420
H -1.71 5.56 -0.96 0.212
H 0.27 1.98 2.98 0.258
H -0.80 3.15 2.20 0.345
H 2.17 3.59 2.82 0.252
H 0.84 4.28 3.75 0.430
H 1.11 4.79 2.08 0.210
C -2.53 -6.10 3.72 -1.516
C -2.32 -4.68 3.30 0.453
C -1.08 -4.26 2.82 -1.024
C -0.86 -2.96 2.38 1.131
C 0.51 -2.60 1.92 -1.100
C -1.94 -2.04 2.42 1.220
C -1.85 -0.71 1.86 -1.491
O -0.95 -0.28 1.13 -0.782
C -3.19 -2.44 2.94 1.077
C -4.36 -1.51 3.06 -1.809
C -3.36 -3.75 3.36 -0.847
H -1.61 -6.54 4.08 0.390
H -2.87 -6.69 2.87 0.222
H -3.29 -6.17 4.49 0.410
H -0.26 -4.96 2.80 0.438
H 1.23 -3.31 2.32 0.625
H 0.81 -1.61 2.23 0.139
H 0.59 -2.65 0.83 0.067
H -2.66 -0.01 2.12 0.240
H -4.77 -1.26 2.08 0.349
H -4.11 -0.58 3.56 0.417
H -5.15 -1.98 3.64 0.409
H -4.31 -4.07 3.76 0.404

Entry 2:
89
Properties=species:S:1:pos:R:3:mulliken_spin:R:1 method="wB97M-V/def2-TZVPD" homo_ev="-9.97 / -9.97" charge=+1 multiplicity=5 lumo_energy_ev="-3.71 / -3.04" fmax_ev_per_a=1.40 s_squared=6.177
Mn 0.29 -0.23 -0.25 4.218
Se -3.37 -4.00 3.86 0.002
P -1.38 -3.53 4.35 -0.001
C -0.27 -4.93 4.63 0.001
C -0.82 -6.14 5.04 0.000
C 0.02 -7.21 5.34 0.000
C 1.39 -7.07 5.22 0.000
C 1.94 -5.87 4.79 0.000
C 1.11 -4.80 4.49 0.000
C -1.20 -2.47 5.81 0.000
C -2.33 -2.12 6.54 0.001
C -2.20 -1.36 7.70 0.000
C -0.95 -0.95 8.13 0.000
C 0.19 -1.30 7.40 0.000
C 0.06 -2.07 6.26 -0.001
C -0.60 -2.66 2.95 0.010
C -0.42 -1.34 2.60 0.086
N -0.17 -1.35 1.29 -0.214
N -0.14 -2.60 0.84 0.043
N -0.38 -3.42 1.82 0.010
P -0.45 0.26 3.39 0.006
Se -0.47 1.71 1.81 0.078
C 1.02 0.42 4.40 -0.005
C 1.18 1.56 5.20 0.001
C 2.34 1.71 5.95 0.003
C 3.35 0.76 5.88 0.000
C 3.21 -0.35 5.05 0.000
C 2.05 -0.52 4.31 0.001
C -1.93 0.28 4.39 0.006
C -3.10 -0.12 3.76 -0.001
C -4.30 -0.12 4.45 0.000
C -4.32 0.31 5.78 0.000
C -3.15 0.71 6.41 0.001
C -1.95 0.69 5.72 0.005
H -1.90 -6.23 5.12 0.000
H -0.41 -8.15 5.66 0.000
H 2.04 -7.91 5.45 0.000
H 3.01 -5.77 4.68 0.000
H 1.54 -3.87 4.13 -0.001
H -3.31 -2.44 6.19 0.000
H -3.09 -1.10 8.27 0.000
H -0.85 -0.37 9.04 0.000
H 1.17 -0.99 7.74 0.000
H 0.95 -2.37 5.72 -0.001
H 0.42 2.33 5.21 0.000
H 2.46 2.59 6.58 0.000
H 4.25 0.88 6.47 0.000
H 4.00 -1.08 4.98 0.000
H 1.94 -1.37 3.65 0.001
H -3.08 -0.45 2.72 -0.003
H -5.21 -0.45 3.97 0.000
H -5.26 0.31 6.32 0.000
H -3.17 1.03 7.44 0.000
H -1.04 0.95 6.23 0.000
N -0.34 4.59 -2.20 0.001
N 0.35 3.41 -2.00 0.002
N 1.52 3.19 -2.58 0.000
C 1.75 1.94 -2.19 0.012
N 0.76 1.48 -1.41 0.012
N -0.15 2.46 -1.31 0.012
H 0.32 5.31 -2.46 0.000
H -0.90 4.80 -1.39 0.000
H 2.63 1.38 -2.46 -0.001
F 2.27 -0.99 -1.08 0.013
C 2.24 -0.33 0.19 -0.299
F 2.61 -1.21 1.11 -0.020
H 2.94 0.48 0.16 -0.002
C -2.70 -0.89 -0.42 0.064
N -3.88 -1.34 -1.12 0.002
C -3.61 -2.64 -1.75 0.003
N -2.50 -2.55 -2.71 0.001
C -1.31 -2.11 -2.02 0.044
N -1.52 -0.75 -1.36 -0.123
C -1.93 0.20 -2.46 0.044
N -3.11 -0.25 -3.16 0.001
C -4.21 -0.38 -2.19 -0.003
C -2.85 -1.57 -3.74 0.001
H -2.44 -1.61 0.35 0.020
H -2.87 0.08 0.04 -0.027
H -4.50 -2.98 -2.27 0.000
H -3.36 -3.36 -0.97 -0.001
H -0.49 -2.02 -2.73 -0.013
H -1.04 -2.82 -1.25 0.016
H -1.10 0.29 -3.15 -0.006
H -2.13 1.16 -2.00 0.000
H -5.10 -0.71 -2.71 0.000
H -4.41 0.60 -1.74 0.000
H -2.04 -1.50 -4.47 0.000
H -3.75 -1.91 -4.26 0.000